This record from the OMol25 dataset describes a cluster of 2 separate species, C3H8ClNO in total at a distorted geometry. The level of theory is ωB97M-V/def2-TZVPD.

Each line ends with the natural charge from an NBO analysis.
Positions of all 14 atoms, in Å:
C1 -1.13093 -0.35541 1.29688  -0.679
C2 1.61825 -0.89278 -1.02201  -0.248
C3 -0.40348 -0.37106 -0.02022  0.398
N1 -0.91510 1.87702 -0.33088  -0.825
O1 0.88012 -0.49059 0.03514  -0.447
Cl1 0.62572 2.57978 -0.59324  0.025
H1 -0.54800 0.20345 2.06653  0.238
H2 -2.06129 0.21125 1.16182  0.234
H3 -1.35688 -1.35771 1.59388  0.222
H4 2.32193 -0.08495 -1.20684  0.211
H5 0.97412 -1.10406 -1.87653  0.180
H6 2.18606 -1.81554 -0.86713  0.189
H7 -0.97734 -0.41973 -0.84949  0.195
H8 -1.21317 2.02033 0.61209  0.310

Properties
* largest force on an atom: 0.101 hartree/bohr
* energy above the lowest of the compared OMol25 structures with the same formula, charge and spin: 469.81 kJ/mol
* gap between HOMO and LUMO (spin up / spin down): 8.05 / 8.05 eV
* 2S+1: 1